{
  "formula": "H12O6",
  "method": "wB97M-V/def2-TZVPD",
  "elements": ["O", "O", "O", "O", "O", "O", "H", "H", "H", "H", "H", "H", "H", "H", "H", "H", "H", "H"],
  "positions_angstrom": [[-2.24517, 0.43672, 1.23717], [-1.87617, -3.01128, 0.38617], [3.95283, 1.64472, 0.09717], [-1.13917, -0.65428, -1.69983], [0.78183, 1.49872, -0.54283], [0.27483, -0.49728, 1.35417], [-2.01717, -0.69828, -1.28583], [-1.33017, -2.29228, 0.57917], [4.53283, 1.41772, -0.61783], [-2.71617, -2.84728, 0.77717], [-1.40917, -0.04328, 1.38317], [0.59983, -0.04128, 0.56317], [-1.09717, 0.24772, -1.93383], [0.48183, 1.43372, -1.45383], [-2.12317, 0.90872, 0.43617], [3.06783, 1.36072, -0.19183], [1.33783, 2.27372, -0.69283], [0.92383, -1.13728, 1.60517]],
  "atomic_forces_ev_per_a": [[-0.42, -0.87, 1.01], [-0.39, -2.16, -1.09], [-1.03, 0.13, 0.34], [-0.57, -1.18, 0.60], [0.37, 0.65, -0.87], [-0.37, 0.32, -0.25], [0.31, -0.49, 0.00], [1.30, 1.93, 0.55], [0.47, -0.20, -0.55], [-0.89, 0.34, 0.55], [-0.15, 0.30, 0.03], [0.03, -0.04, 0.15], [0.14, 1.57, -0.67], [-0.39, -0.72, -0.13], [0.25, 0.75, -0.98], [0.55, -0.07, 0.22], [0.20, 0.32, 0.88], [0.59, -0.57, 0.21]],
  "mulliken_charge": [-0.61, -0.64, -0.62, -0.59, -0.68, -0.68, 0.33, 0.34, 0.32, 0.32, 0.38, 0.37, 0.27, 0.29, 0.24, 0.33, 0.31, 0.32],
  "total_charge": 0,
  "homo_energy_ev": -10.999,
  "e_lumo_ha": -0.0078,
  "smiles": "O.O.O.O.O.O",
  "e_above_lowest_ev": 1.583
}

{
  "formula": "C4H5NO2S",
  "method": "wB97M-V/def2-TZVPD",
  "elements": ["S", "O", "O", "N", "C", "C", "C", "C", "H", "H", "H", "H", "H"],
  "positions_angstrom": [[-1.41856, 0.08526, -0.17394], [-2.13716, -0.47704, 0.91638], [-2.24053, 0.52912, -1.28696], [1.84607, 0.59647, -0.69642], [0.98131, 0.84612, 0.18284], [1.24870, -0.58222, 0.09326], [-0.00284, -1.13059, -0.63214], [-0.43372, 1.53711, 0.43143], [0.00977, -1.13515, -1.68010], [-0.61979, 1.74969, 1.44256], [1.93442, -1.15772, 0.75056], [-0.32502, -1.89894, -0.04592], [-0.48856, 2.51298, -0.19357]],
  "atomic_forces_ev_per_a": [[-0.56, 1.03, -1.62], [0.06, -0.58, 1.30], [1.26, -0.38, 0.23], [-0.49, 0.74, 0.48], [-1.19, 0.65, 0.41], [-0.61, 0.24, -0.73], [0.85, 3.02, 1.91], [3.24, 0.42, -2.79], [0.16, -0.56, -1.41], [-0.29, -0.05, 1.36], [-0.93, 0.40, -0.50], [-1.17, -2.91, 0.59], [-0.32, -2.00, 0.78]],
  "mulliken_charge": [1.08, -0.62, -0.63, -0.55, 0.40, -0.14, -0.92, -0.56, 0.45, 0.38, 0.39, 0.42, 0.30],
  "total_charge": 0,
  "homo_energy_ev": -10.241,
  "e_lumo_ha": 0.0043,
  "smiles": "O=S1(=O)CC2=N[C@@H]2C1",
  "e_above_lowest_ev": 4.948
}

{
  "formula": "C3H4IO2",
  "method": "wB97M-V/def2-TZVPD",
  "elements": ["I", "O", "O", "C", "C", "C", "H", "H", "H", "H"],
  "positions_angstrom": [[2.89688, 0.68487, 0.02283], [1.90352, -3.06886, -0.89483], [0.99191, -2.80728, 1.18133], [1.09122, -0.48654, -0.44530], [1.38679, -2.71249, 0.10628], [-0.08940, 0.09681, 0.20188], [-0.03018, 1.15102, 0.23995], [-1.11254, -0.26819, -0.23479], [0.00551, -0.13725, 1.20486], [1.15788, -0.35441, -1.48844]],
  "atomic_forces_ev_per_a": [[0.00, 0.05, 0.28], [0.22, -1.01, -0.42], [-1.35, -0.62, 3.30], [0.95, -1.88, 0.33], [1.22, 2.32, -3.28], [-1.54, -0.18, -1.42], [-0.60, 1.70, -0.47], [1.88, 0.55, 0.73], [-0.51, -0.97, 2.36], [-0.27, 0.03, -1.41]],
  "mulliken_charge": [-0.28, -0.44, -0.42, -0.77, 0.64, -1.07, 0.40, 0.24, 0.32, 0.38],
  "total_charge": -1,
  "homo_energy_ev": -2.687,
  "e_lumo_ha": 0.1205,
  "e_above_lowest_ev": 1.096
}

{
  "formula": "C4H9O",
  "method": "wB97M-V/def2-TZVPD",
  "elements": ["O", "C", "C", "C", "C", "H", "H", "H", "H", "H", "H", "H", "H", "H"],
  "positions_angstrom": [[0.66433, 3.25170, 0.32291], [1.18897, 2.29003, -0.43950], [-1.62531, -1.74463, -0.14782], [-0.68025, -0.76590, 0.49763], [0.62538, -0.93256, 0.60031], [-2.57104, -1.30411, -0.46397], [1.76041, 2.64445, -1.35970], [-1.06897, 0.17678, 0.87993], [-1.85740, -2.55333, 0.54869], [1.90511, 1.55046, -0.00967], [-1.12085, -2.15167, -1.02357], [1.28126, -0.19374, 1.03423], [0.40982, 1.64969, -0.94876], [1.08855, -1.91717, 0.50928]],
  "atomic_forces_ev_per_a": [[0.25, -0.03, 0.47], [-0.52, 0.24, -1.35], [0.30, -0.08, 0.27], [-0.20, 0.70, 0.00], [0.39, -0.89, 1.06], [0.12, 0.14, 0.03], [0.12, 0.18, 0.19], [-0.10, 0.02, -0.40], [-0.08, -0.15, -0.09], [0.11, -0.02, 0.47], [-0.20, -0.23, -0.03], [-0.20, 0.27, -0.02], [0.09, -0.24, 0.17], [-0.07, 0.09, -0.75]],
  "mulliken_charge": [-0.88, -0.38, -1.02, 0.07, -0.91, 0.30, 0.24, 0.37, 0.26, 0.01, 0.28, 0.37, 0.04, 0.26],
  "total_charge": -1,
  "homo_energy_ev": -1.733,
  "e_lumo_ha": 0.1372,
  "e_above_lowest_ev": 1.379
}

| no. | E_tot (eV) | HOMO-LUMO gap (eV) |
| --- | --- | --- |
| 1 | -12479.5304 | 10.786 |
| 2 | -20645.2317 | 10.357 |
| 3 | -15371.5981 | 5.966 |
| 4 | -6339.3900 | 5.466 |